# C37H61Ge2N3OsP

C37H61Ge2N3OsP as an isolated structure in a non-equilibrium geometry (the ωB97M-V functional and the def2-TZVPD basis, the Open Molecules 2025 dataset).

Each line ends with the Mulliken charge.
Atoms and positions in Å:
Os1 0.178 0.183 -1.389  1.0604
C1 -1.643 4.640 -2.499  -1.3596
C2 -1.038 3.238 -2.638  -0.4699
Ge1 -0.471 2.564 -0.880  -0.1891
C3 0.924 3.770 -0.198  0.0283
C4 0.426 4.652 0.950  -1.6014
C5 -1.984 2.485 0.365  -0.8521
C6 -2.788 1.376 0.455  0.1658
Ge2 -2.307 -0.087 -0.840  0.4187
C7 -2.574 -1.950 -0.246  0.0699
C8 -3.427 -2.253 0.987  -1.5358
C9 -3.272 0.191 -2.539  0.0266
C10 -4.770 -0.118 -2.473  -1.5370
C11 -3.927 1.392 1.323  0.6786
C12 -5.081 0.607 1.020  0.4231
C13 -6.205 0.679 1.792  -1.0859
C14 -6.209 1.505 2.930  -0.5995
C15 -5.074 2.258 3.284  -0.8338
C16 -3.961 2.214 2.496  -0.4624
H1 -1.880 5.051 -3.479  0.4323
H2 -0.953 5.332 -2.014  0.3237
H3 -2.567 4.623 -1.918  0.3185
H4 -0.142 3.272 -3.266  0.4066
H5 -1.736 2.556 -3.127  0.3495
H6 1.207 4.386 -1.055  0.6918
H7 1.812 3.221 0.098  0.2237
H8 -0.433 5.258 0.656  0.4230
H9 1.211 5.337 1.269  0.4197
H10 0.136 4.061 1.822  0.2621
H11 -2.246 3.380 0.925  0.6523
H12 -1.567 -2.348 -0.098  -0.2501
H13 -2.985 -2.473 -1.115  0.7638
H14 -3.182 -1.608 1.833  0.3688
H15 -3.272 -3.284 1.307  0.4665
H16 -4.490 -2.149 0.781  0.4404
H17 -2.806 -0.464 -3.281  0.2678
H18 -3.118 1.211 -2.896  0.0561
H19 -4.974 -1.095 -2.028  0.3367
H20 -5.197 -0.128 -3.475  0.4552
H21 -5.311 0.642 -1.909  0.3980
H22 -5.072 -0.014 0.137  0.6238
H23 -7.089 0.113 1.537  0.5229
H24 -7.098 1.560 3.546  0.4432
H25 -5.095 2.872 4.174  0.4936
H26 -3.086 2.785 2.776  0.5312
N1 -0.226 -1.649 -2.775  -0.4227
C17 1.016 -2.014 -3.447  -0.5575
C18 1.220 -3.240 -4.011  -0.4184
C19 2.423 -3.519 -4.695  -0.8899
C20 3.382 -2.556 -4.826  -0.9608
C21 3.193 -1.277 -4.249  0.8124
C22 4.138 -0.234 -4.355  -0.6752
C23 3.892 0.978 -3.763  -1.0958
C24 2.716 1.142 -3.030  0.0601
N2 1.805 0.186 -2.900  0.0177
C25 2.009 -1.016 -3.530  0.1677
H27 -0.926 -1.395 -3.474  0.3203
H28 -0.608 -2.451 -2.277  0.3831
H29 0.452 -4.002 -3.954  0.5389
H30 2.565 -4.496 -5.135  0.4581
H31 4.294 -2.756 -5.374  0.4932
H32 5.052 -0.400 -4.912  0.4997
H33 4.590 1.800 -3.841  0.5028
H34 2.512 2.081 -2.526  0.4551
C26 -0.500 0.074 3.126  -2.3235
C27 0.494 -1.094 3.014  2.5116
C28 1.311 -1.218 4.310  -1.8100
C29 -0.356 -2.365 2.872  -1.8024
P1 1.572 -0.863 1.504  -0.7563
N3 0.607 -0.301 0.307  0.5148
C30 2.274 -2.490 0.896  2.1833
C31 1.181 -3.337 0.228  -1.7389
C32 3.336 -2.220 -0.181  -2.1136
C33 2.923 -3.305 2.028  -1.7573
C34 2.922 0.404 1.784  2.3932
C35 2.331 1.616 2.522  -1.7924
C36 3.450 0.923 0.436  -1.5615
C37 4.111 -0.141 2.593  -1.9961
H35 -1.193 -0.165 3.935  0.6172
H36 -1.077 0.190 2.208  0.4721
H37 -0.032 1.022 3.369  0.3240
H38 0.611 -1.444 5.116  0.5250
H39 1.829 -0.303 4.582  0.3491
H40 2.034 -2.032 4.276  0.3395
H41 -1.066 -2.379 3.701  0.7024
H42 0.229 -3.277 2.944  0.3111
H43 -0.930 -2.377 1.948  -0.0489
H44 0.658 -2.771 -0.545  0.2005
H45 0.451 -3.735 0.923  0.3326
H46 1.671 -4.187 -0.251  0.6760
H47 2.965 -1.571 -0.978  0.4279
H48 3.602 -3.178 -0.630  0.6987
H49 4.248 -1.796 0.229  0.2815
H50 2.203 -3.656 2.763  0.3616
H51 3.711 -2.762 2.544  0.3300
H52 3.379 -4.189 1.578  0.5218
H53 1.434 1.999 2.036  0.0968
H54 3.081 2.409 2.512  0.6097
H55 2.105 1.407 3.563  0.3469
H56 2.640 1.251 -0.216  -0.0307
H57 4.056 0.201 -0.100  0.2945
H58 4.083 1.788 0.641  0.6107
H59 3.823 -0.559 3.554  0.3091
H60 4.784 0.696 2.792  0.5415
H61 4.683 -0.886 2.044  0.3934

The spin multiplicity is 5. The calculation puts the energy at -6195.564107 Ha. The calculation puts the HOMO energy (alpha / beta) at -15.54 / -16.21 eV. Its total charge is +3.



# C37H61MoN2O3Se

C37H61MoN2O3Se as an isolated structure (the ωB97M-V functional and the def2-TZVPD basis, the Open Molecules 2025 dataset).

Each line ends with the Mulliken charge.
Atoms and positions in Å:
Mo1 -1.881 -0.481 -0.403  0.9512
C1 3.831 -0.513 4.749  -1.5790
C2 4.099 -1.167 3.385  1.7460
C3 5.040 -0.277 2.558  -1.5902
C4 4.772 -2.521 3.610  -2.0522
C5 2.780 -1.298 2.638  -0.8973
C6 2.048 -0.132 2.334  -0.5926
C7 0.867 -0.214 1.642  0.6864
Se1 -0.148 1.380 1.286  0.4134
C8 0.723 1.884 -0.333  -0.1036
C9 1.773 2.778 -0.331  -0.6898
C10 2.426 3.088 -1.528  -0.4791
C11 1.980 2.479 -2.701  -0.1196
C12 0.911 1.586 -2.777  -1.0321
C13 0.306 1.313 -1.541  0.8300
O1 -0.767 0.433 -1.442  0.5928
C14 0.444 0.990 -4.100  2.1087
C15 -0.995 1.448 -4.369  -1.2889
C16 1.306 1.467 -5.271  -2.2935
C17 0.546 -0.543 -4.050  -1.3000
C18 3.596 4.063 -1.584  1.8406
C19 3.223 5.229 -2.513  -1.5687
C20 4.825 3.328 -2.143  -1.5049
C21 3.944 4.625 -0.205  -2.0141
C22 0.385 -1.484 1.271  -0.3096
O2 -0.822 -1.482 0.594  -0.5256
C23 1.031 -2.678 1.572  -0.1223
C24 2.249 -2.517 2.255  0.0914
C25 0.579 -4.098 1.229  1.9000
C26 0.409 -4.875 2.546  -1.6265
C27 -0.741 -4.181 0.459  -1.7756
C28 1.665 -4.762 0.365  -1.6989
H1 4.770 -0.413 5.292  0.4590
H2 3.403 0.486 4.655  0.3378
H3 3.158 -1.121 5.354  0.3719
H4 5.993 -0.181 3.077  0.4728
H5 5.235 -0.710 1.577  0.3640
H6 4.644 0.730 2.422  0.3653
H7 5.712 -2.369 4.136  0.4419
H8 4.164 -3.185 4.226  0.4263
H9 5.005 -3.024 2.670  0.4265
H10 2.414 0.831 2.662  0.5613
H11 2.095 3.228 0.596  0.6780
H12 2.496 2.728 -3.616  0.6745
H13 -1.055 2.534 -4.445  0.3896
H14 -1.343 1.029 -5.314  0.5213
H15 -1.684 1.130 -3.584  -0.1344
H16 1.267 2.549 -5.393  0.4443
H17 2.346 1.157 -5.168  0.4553
H18 0.926 1.023 -6.190  0.4418
H19 -0.024 -0.980 -3.228  -0.0934
H20 0.171 -0.967 -4.981  0.4837
H21 1.582 -0.862 -3.934  0.3813
H22 3.018 4.897 -3.531  0.3332
H23 2.349 5.766 -2.143  0.3632
H24 4.054 5.931 -2.560  0.4777
H25 4.664 2.967 -3.158  0.3399
H26 5.671 4.013 -2.172  0.4754
H27 5.099 2.480 -1.514  0.3496
H28 3.116 5.183 0.234  0.4148
H29 4.254 3.842 0.490  0.3253
H30 4.780 5.316 -0.302  0.4350
H31 2.800 -3.411 2.501  0.5628
H32 -0.346 -4.416 3.186  0.3552
H33 0.092 -5.894 2.325  0.4705
H34 1.338 -4.937 3.110  0.3341
H35 -1.583 -3.783 1.033  0.1653
H36 -0.683 -3.680 -0.511  0.2282
H37 -0.956 -5.231 0.262  0.6494
H38 2.619 -4.836 0.883  0.3564
H39 1.353 -5.775 0.114  0.4903
H40 1.823 -4.216 -0.566  0.3610
C29 -4.024 -0.825 -3.627  -1.5922
C30 -3.876 -0.865 -2.099  2.1179
C31 -5.182 -1.270 -1.427  -1.7275
C32 -2.708 -1.784 -1.690  -1.3847
H41 -4.852 -0.175 -3.904  0.4419
H42 -4.244 -1.828 -3.991  0.4262
H43 -3.123 -0.470 -4.119  0.3216
H44 -3.633 0.202 -1.800  -0.3204
H45 -5.518 -2.219 -1.844  0.5020
H46 -5.956 -0.531 -1.629  0.4426
H47 -5.093 -1.397 -0.347  0.1527
H48 -1.956 -1.925 -2.478  0.6592
H49 -2.979 -2.733 -1.221  0.7467
C33 -4.152 2.440 0.318  -0.9736
N1 -4.697 1.567 1.356  0.1215
C34 -6.007 1.982 1.888  -1.1757
C35 -4.108 0.432 1.702  0.4917
O3 -3.303 -0.149 0.807  -0.5108
N2 -4.272 -0.208 2.841  0.0687
C36 -3.908 -1.619 2.986  -1.1460
C37 -4.687 0.461 4.084  -1.2127
H50 -4.267 3.471 0.648  0.4715
H51 -4.697 2.308 -0.618  0.3524
H52 -3.088 2.251 0.177  0.1416
H53 -6.604 2.321 1.043  0.4077
H54 -5.903 2.799 2.600  0.3876
H55 -6.504 1.136 2.349  0.4022
H56 -3.981 -2.134 2.030  0.3210
H57 -4.611 -2.074 3.680  0.4920
H58 -2.898 -1.710 3.389  0.3891
H59 -4.564 1.534 3.989  0.4284
H60 -4.031 0.102 4.875  0.4280
H61 -5.717 0.216 4.337  0.3769

The calculation puts the energy at -4250.345925 Ha. The calculation puts the HOMO energy (alpha / beta) at -16.61 / -16.61 eV. Its total charge is +3.



# C37H62F3IO10

A 3-piece molecular cluster, C37H62F3IO10 overall (the ωB97M-V functional and the def2-TZVPD basis, the Open Molecules 2025 dataset).

Each line ends with the Mulliken charge.
Atoms and positions in Å:
C1 8.672 -0.515 2.025  -0.6982
C2 7.860 -1.345 1.368  -0.2833
C3 7.109 -2.399 2.081  0.6292
O1 7.503 -2.919 3.107  -0.5705
O2 5.998 -2.786 1.443  -0.1981
C4 5.452 -4.016 1.956  -0.7418
C5 4.520 -4.625 0.936  -0.9037
C6 3.217 -3.845 0.671  -0.6045
C7 1.963 -4.664 0.999  -0.2852
C8 0.747 -4.417 0.076  -1.3506
C9 -0.589 -4.477 0.816  -0.9332
C10 -1.169 -3.225 1.419  1.5858
C11 -2.264 -3.236 2.204  0.5256
C12 -3.031 -4.446 2.660  0.2437
C13 -3.633 -5.223 1.485  -1.7996
C14 -2.274 -5.363 3.647  -0.9020
C15 -1.088 -4.737 4.360  -0.9740
C16 -2.778 -1.947 2.736  -0.9358
O3 -3.409 -1.905 3.783  -0.6630
C17 -2.524 -0.710 1.955  0.5563
C18 -3.495 0.400 2.206  -1.9040
I1 -2.443 2.016 3.200  0.0644
C19 -4.317 0.785 0.973  0.8837
C20 -4.744 2.238 0.838  -1.7258
C21 -1.452 -0.714 1.151  1.9353
C22 -0.978 0.407 0.298  -0.9737
C23 -0.559 0.011 -1.127  -0.8413
C24 -1.434 -0.992 -1.831  0.7143
F1 -2.729 -0.904 -1.471  -0.2671
F2 -1.068 -2.268 -1.600  -0.2414
F3 -1.392 -0.818 -3.166  -0.3296
C25 -0.558 -1.903 1.179  -0.9023
O4 0.645 -1.733 1.032  -0.6442
H1 8.724 -0.508 3.101  0.2674
H2 9.300 0.171 1.482  0.2813
H3 7.752 -1.263 0.298  0.3311
H4 6.271 -4.679 2.208  0.5508
H5 4.900 -3.788 2.865  0.3300
H6 4.304 -5.639 1.263  0.4605
H7 5.066 -4.712 -0.001  0.2693
H8 3.209 -2.941 1.270  0.2208
H9 3.204 -3.517 -0.364  0.4713
H10 2.218 -5.718 0.923  0.5330
H11 1.655 -4.432 2.015  -0.0139
H12 0.888 -3.484 -0.446  0.4706
H13 0.749 -5.193 -0.686  0.5952
H14 -1.344 -4.841 0.123  0.4950
H15 -0.502 -5.241 1.586  0.1587
H16 -3.875 -4.060 3.218  0.7140
H17 -3.904 -4.551 0.676  0.3501
H18 -2.959 -5.987 1.115  0.4140
H19 -4.534 -5.733 1.810  0.4320
H20 -1.992 -6.296 3.163  0.3285
H21 -2.975 -5.640 4.430  0.4119
H22 -0.766 -5.381 5.173  0.4705
H23 -0.231 -4.582 3.715  0.0828
H24 -1.380 -3.793 4.813  0.2614
H25 -4.165 0.056 2.980  0.7932
H26 -5.209 0.163 0.953  0.4157
H27 -3.748 0.535 0.086  -0.3973
H28 -3.901 2.849 0.533  0.3859
H29 -5.169 2.636 1.753  0.4319
H30 -5.486 2.327 0.050  0.3519
H31 -1.697 1.214 0.249  0.2802
H32 -0.097 0.817 0.784  0.5247
H33 -0.602 0.898 -1.749  0.5383
H34 0.464 -0.342 -1.167  0.2979
C26 8.534 5.734 -0.956  -0.7942
O5 7.938 4.976 0.070  -0.2375
C27 7.897 5.658 1.311  -0.5768
C28 6.745 5.180 2.163  -0.3064
O6 5.478 5.679 1.773  -0.4523
C29 4.876 5.145 0.608  -0.4121
C30 4.306 3.757 0.783  -0.5195
O7 5.322 2.777 0.797  -0.2882
C31 5.012 1.639 1.576  -0.4945
H35 9.600 5.905 -0.764  0.3186
H36 8.429 5.170 -1.881  0.2323
H37 8.033 6.702 -1.076  0.3389
H38 7.797 6.738 1.149  0.3508
H39 8.835 5.472 1.853  0.3927
H40 6.901 5.581 3.167  0.3970
H41 6.744 4.090 2.235  0.1131
H42 5.553 5.180 -0.248  0.1731
H43 4.038 5.814 0.399  0.3924
H44 3.627 3.554 -0.058  0.3916
H45 3.728 3.727 1.715  0.3474
H46 4.768 1.920 2.607  0.3462
H47 5.896 1.004 1.591  -0.0140
H48 4.179 1.065 1.151  0.3353
C32 -8.198 4.924 -6.243  -0.7733
O8 -7.601 4.183 -5.204  -0.2718
C33 -8.538 3.446 -4.440  -0.6009
C34 -7.903 2.220 -3.826  -0.2587
O9 -7.698 1.148 -4.729  -0.4523
C35 -6.646 1.255 -5.672  -0.4475
C36 -5.265 1.064 -5.092  -0.4915
O10 -4.844 2.211 -4.375  -0.3596
C37 -3.971 1.906 -3.315  -0.7637
H49 -8.839 5.722 -5.852  0.3249
H50 -7.395 5.371 -6.826  0.2313
H51 -8.792 4.278 -6.899  0.3377
H52 -9.381 3.134 -5.067  0.3519
H53 -8.922 4.084 -3.632  0.3968
H54 -8.609 1.829 -3.090  0.4090
H55 -6.983 2.484 -3.300  0.0770
H56 -6.704 2.190 -6.235  0.1837
H57 -6.817 0.433 -6.371  0.4004
H58 -4.561 0.879 -5.915  0.4118
H59 -5.271 0.184 -4.439  0.2921
H60 -4.430 1.188 -2.624  0.2843
H61 -3.775 2.832 -2.775  0.3502
H62 -3.021 1.497 -3.679  0.3601

The calculation puts the energy at -2796.585731 Ha. The calculation puts the HOMO energy at -9.20 eV. Its total charge is 0.